{
  "formula": "C2H3N3O3",
  "method": "ωB97M-V/def2-TZVPD",
  "species": ["O", "C", "C", "O", "N", "N", "N", "O", "H", "H", "H"],
  "positions_angstrom": [[1.8938, 0.3531, 1.1111], [0.8985, 0.0629, 0.5142], [-0.2032, -0.9352, 0.6360], [-0.0670, -2.0324, 1.3847], [-1.2022, -0.6677, -0.1206], [-0.8929, 0.4502, -0.8911], [0.4508, 0.6985, -0.6515], [0.7829, 1.9757, -0.8847], [-0.7256, -2.7003, 1.0903], [-1.1525, 0.2465, -1.8412], [0.2175, 2.5486, -0.3473]],
  "atomic_forces_ev_per_a": [[0.01, -0.29, 0.46], [-0.71, 0.17, -1.01], [0.34, -0.32, -0.13], [-0.68, -0.37, 0.02], [0.26, -0.46, -0.16], [-0.84, -0.40, 1.60], [0.01, -0.06, -0.19], [0.94, 1.21, -0.68], [0.39, 0.63, 0.33], [0.40, -0.03, -0.51], [-0.11, -0.08, 0.27]],
  "nbo_charge": [-0.529, 0.539, 0.381, -0.636, -0.287, -0.287, -0.015, -0.510, 0.500, 0.380, 0.464],
  "homo_energy_ev": -9.296,
  "charge": 0,
  "gap_ha": 0.3513,
  "de_lowest_ev": 1.967,
  "smiles": "O=c1c(O)n[nH]n1O"
}


{
  "formula": "C5H11N2",
  "method": "ωB97M-V/def2-TZVPD",
  "species": ["C", "C", "C", "C", "C", "N", "N", "H", "H", "H", "H", "H", "H", "H", "H", "H", "H", "H"],
  "positions_angstrom": [[-1.2224, 1.2932, 0.9701], [-1.9418, 0.2973, 0.2182], [-1.8936, -0.7559, 1.2178], [2.4464, -0.1402, -0.2923], [1.1068, 0.0770, -0.7603], [-0.6003, -0.0793, 0.6865], [0.6978, -0.7201, -1.7379], [-0.5639, 2.1561, 0.5412], [-1.5407, 1.5365, 2.0047], [-2.1728, 0.1829, -0.8361], [-2.2610, -0.6670, 2.3483], [2.5958, 0.2602, 0.6933], [3.0597, 0.4417, -0.9411], [2.7698, -1.1577, -0.2450], [-2.0681, -1.7396, 0.8795], [0.0026, -0.3410, -2.3541], [0.7377, -1.7388, -1.5736], [0.8480, 1.0947, -0.8193]],
  "atomic_forces_ev_per_a": [[2.36, 2.10, 0.28], [-0.20, -0.05, -1.01], [-0.02, 0.14, 2.08], [0.23, -0.59, 2.65], [-0.01, -1.25, -2.36], [-1.17, 0.48, 1.99], [-0.52, -0.02, 1.11], [-1.66, -1.64, 0.32], [0.26, -0.45, -0.69], [-0.39, 0.34, 0.24], [1.17, 0.46, -2.56], [0.09, 0.37, 0.54], [0.56, 0.40, -0.75], [0.15, -0.70, -0.36], [0.17, -1.05, -0.53], [-0.50, -0.45, -0.18], [0.32, 0.86, -0.67], [-0.83, 1.06, -0.10]],
  "nbo_charge": [-0.243, -0.128, -0.219, -0.696, 0.372, -0.367, -0.689, 0.218, 0.229, 0.225, 0.237, 0.261, 0.282, 0.246, 0.219, 0.415, 0.430, 0.208],
  "homo_energy_ev": -14.770,
  "charge": 1,
  "gap_ha": 0.3870,
  "de_lowest_ev": 3.841
}


{
  "formula": "C21H30N4O4S",
  "method": "ωB97M-V/def2-TZVPD",
  "species": ["C", "C", "O", "C", "C", "C", "C", "C", "C", "H", "H", "N", "C", "O", "C", "H", "H", "C", "N", "C", "C", "C", "N", "C", "H", "H", "H", "S", "O", "O", "N", "C", "C", "C", "C", "C", "H", "H", "H", "H", "H", "H", "H", "H", "H", "H", "C", "H", "H", "H", "H", "H", "H", "H", "H", "H", "H", "H", "H", "H"],
  "positions_angstrom": [[-6.2321, -0.7175, -0.6907], [-4.9138, -0.1746, -0.0519], [-4.0546, 0.5011, -1.0452], [-2.9826, 0.9289, -0.6469], [-2.5515, 0.8317, 0.5379], [-1.4033, 1.4916, 1.0329], [-0.6555, 1.9890, 0.1365], [-1.0587, 2.1147, -1.4640], [-2.3063, 1.5437, -1.7284], [-2.5853, 1.4408, -2.6544], [-0.4937, 2.7179, -2.1121], [0.5801, 2.8041, 0.1148], [1.5721, 2.2005, 1.0942], [1.3380, 1.6820, 2.1362], [2.8800, 3.0973, 0.9812], [2.6502, 4.1560, 1.3136], [3.5196, 2.6359, 2.0194], [3.5866, 2.7337, -0.1269], [3.2800, 1.6466, -0.8284], [3.2834, 0.3417, -0.1428], [2.5205, -0.5356, -1.1746], [1.8833, 0.4081, -1.9077], [2.3718, 1.6738, -1.7875], [1.0599, -0.0203, -3.0223], [1.3135, 0.7477, -4.2897], [1.3951, -1.0849, -3.4688], [0.0861, -0.1506, -2.9157], [2.3488, -2.1050, -0.8951], [3.3617, -2.8486, -0.0529], [1.9842, -2.8845, -2.0535], [1.0074, -2.2874, 0.0884], [1.1622, -2.0355, 1.3902], [0.1287, -2.6017, 2.3916], [-1.2905, -2.3194, 1.8385], [-1.4426, -2.6164, 0.3870], [-0.2149, -1.7382, -0.3730], [-0.2556, -2.2552, -1.6240], [-0.3252, -0.8209, -0.1026], [-2.3720, -2.1340, -0.0013], [-1.5002, -3.5060, 0.3610], [-1.9827, -2.7422, 2.6012], [-1.4910, -1.0374, 2.2183], [0.1362, -2.3868, 3.4415], [0.1278, -3.8688, 2.3307], [2.0740, -2.3121, 1.7367], [1.3166, -0.9797, 1.6152], [4.2152, -0.1332, 0.9728], [4.4630, -1.2393, 0.9755], [5.1022, 0.6137, 0.8046], [3.4653, 0.3084, 1.8907], [4.7293, 2.7976, -0.0839], [3.4483, 3.5849, -1.0238], [1.2382, 3.2925, -0.6666], [-0.9291, 1.5172, 2.0981], [-3.0489, 0.5398, 1.6159], [-5.3322, 0.6923, 0.8917], [-4.5684, -1.0336, 0.4157], [-6.8753, 0.0886, -1.2489], [-5.9442, -1.3695, -1.4781], [-6.8194, -1.1831, 0.2293]],
  "atomic_forces_ev_per_a": [[-1.01, 2.31, 1.06], [-4.03, 4.38, 0.32], [-9.69, -5.06, -0.78], [3.60, 2.33, -3.16], [1.02, -0.24, 10.89], [0.88, -1.24, 3.86], [4.10, 5.88, -11.32], [-3.61, -2.58, 5.18], [6.23, 2.04, 4.69], [-2.27, -0.36, -4.88], [0.86, 0.28, -0.76], [3.88, -2.49, 3.88], [-0.92, 6.64, -1.47], [-0.79, -1.93, 0.41], [-1.37, -1.81, 9.01], [0.31, -1.23, -1.09], [-1.76, 1.44, -2.77], [6.35, 7.04, -6.66], [-1.60, -8.69, 2.07], [0.18, -1.64, -5.05], [3.85, 5.83, 5.58], [0.66, 2.15, -3.08], [-1.63, -1.76, -0.92], [4.73, -0.24, -7.21], [-0.97, -1.97, 4.17], [-0.38, 2.39, 1.38], [-4.44, 0.18, 0.69], [-0.14, -9.37, 2.78], [-1.16, 3.36, -2.00], [0.25, 1.51, -0.71], [-0.19, -0.68, -3.27], [-0.05, 1.88, 5.92], [-1.79, -4.20, -2.97], [-0.22, 4.53, 4.29], [0.86, 14.57, 0.05], [-2.05, -11.00, -4.86], [-0.18, 2.65, 3.63], [-1.02, 6.26, 0.79], [0.51, -0.54, 0.25], [-0.02, -12.07, -1.75], [-0.04, -0.33, -1.13], [0.58, -3.44, -1.75], [0.77, 0.61, 0.28], [0.62, 3.17, 0.17], [2.87, -1.75, 0.73], [-0.95, 1.08, -0.04], [-1.61, 3.63, 0.66], [-0.54, 1.60, -0.03], [-1.16, -1.69, 1.04], [2.70, -1.65, -1.63], [-1.32, -0.09, 0.58], [0.30, -1.57, 2.06], [-3.38, -2.16, 1.54], [-1.73, -0.39, -1.81], [0.06, -0.11, -3.67], [1.75, -2.53, -2.88], [1.97, -1.11, 0.94], [1.12, -1.27, 1.48], [-0.05, -1.27, -0.37], [1.04, 0.71, -2.36]],
  "nbo_charge": [-0.630, -0.063, -0.465, 0.266, -0.343, -0.226, 0.115, -0.172, -0.213, 0.206, 0.211, -0.695, 0.706, -0.581, -0.528, 0.277, 0.216, -0.263, -0.191, 0.296, -0.590, 0.162, -0.267, -0.587, 0.183, 0.269, 0.214, 2.323, -0.924, -0.920, -0.674, -0.259, -0.380, -0.367, -0.375, -0.199, 0.242, 0.180, 0.197, 0.178, 0.215, 0.151, 0.229, 0.171, 0.237, 0.168, -0.721, 0.312, 0.235, 0.264, 0.235, 0.218, 0.451, 0.260, 0.246, 0.168, 0.185, 0.216, 0.212, 0.222],
  "homo_energy_ev": -8.060,
  "charge": 0,
  "gap_ha": 0.2944,
  "de_lowest_ev": 21.582
}


{
  "formula": "C23H43AlN2OP3Se",
  "method": "ωB97M-V/def2-TZVPD",
  "species": ["Al", "P", "P", "P", "H", "C", "C", "H", "C", "C", "C", "C", "C", "C", "C", "C", "C", "H", "H", "H", "H", "H", "H", "H", "H", "H", "H", "H", "H", "H", "H", "H", "H", "H", "H", "H", "H", "H", "H", "H", "H", "H", "H", "H", "H", "H", "C", "C", "C", "C", "C", "C", "Se", "H", "H", "H", "H", "H", "H", "N", "C", "O", "C", "C", "C", "C", "N", "C", "H", "H", "H", "H", "H", "H"],
  "positions_angstrom": [[-0.0982, 0.1549, 0.2763], [1.2268, 1.7032, 1.7896], [-2.2602, 1.1732, 1.6149], [-0.7589, 2.3604, -1.2427], [2.9540, -4.3638, -5.5214], [3.4654, -3.4711, -5.8993], [4.5453, -2.9639, -5.2922], [5.0735, -3.5006, -4.5048], [2.0805, 0.8486, 3.1572], [0.5904, 3.1837, 2.6535], [2.6285, 2.3535, 0.8141], [-3.8148, 0.4450, 0.9719], [-2.4793, 0.7629, 3.3947], [-2.7687, 2.9378, 1.6869], [0.3628, 2.2144, -2.6795], [-0.4735, 4.1084, -0.7674], [-2.3659, 2.5439, -2.0961], [3.0698, -3.0027, -6.8156], [4.9477, -2.0038, -5.6147], [2.5808, -0.0419, 2.7541], [1.3722, 0.5353, 3.9369], [2.8210, 1.5326, 3.5918], [-0.1600, 2.9021, 3.4035], [0.1471, 3.9043, 1.9573], [1.4278, 3.6699, 3.1715], [3.1314, 1.5075, 0.3295], [3.3299, 2.8579, 1.4918], [2.2860, 3.0517, 0.0380], [-4.6353, 0.7566, 1.6339], [-3.7347, -0.6488, 0.9771], [-4.0101, 0.7789, -0.0544], [-3.4592, 1.1461, 3.7082], [-1.6957, 1.2188, 4.0125], [-2.4414, -0.3224, 3.5497], [-3.6596, 2.9849, 2.3269], [-3.0207, 3.3397, 0.6993], [-1.9865, 3.5572, 2.1376], [0.2470, 3.1111, -3.3026], [0.1109, 1.3135, -3.2511], [1.3984, 2.1333, -2.3298], [-0.6167, 4.7124, -1.6723], [0.5443, 4.2613, -0.3894], [-1.1945, 4.4324, -0.0066], [-2.2939, 3.4341, -2.7369], [-3.1884, 2.6690, -1.3792], [-2.5470, 1.6492, -2.7063], [-0.4551, -1.4921, -2.8911], [0.9352, -1.6852, -2.8276], [1.5962, -2.2552, -3.9159], [0.8727, -2.6990, -5.0265], [-0.5036, -2.4825, -5.0982], [-1.1713, -1.8632, -4.0541], [-1.5530, -0.7970, -1.5446], [1.1732, 0.2245, -0.6977], [1.4783, -1.3785, -1.9382], [2.6794, -2.3631, -3.9212], [1.3359, -3.2183, -5.8624], [-1.0329, -2.8131, -5.9877], [-2.2426, -1.6727, -4.1080], [-0.0229, -3.1888, 5.9192], [-0.0307, -2.1168, 5.0875], [-0.0706, -0.9460, 5.4820], [0.0284, -2.4411, 3.6231], [0.1854, -3.7192, 3.0485], [0.1755, -3.8449, 1.6535], [0.0638, -2.7094, 0.8508], [-0.0717, -1.4738, 1.4046], [-0.1201, -1.3627, 2.7558], [-0.0771, -3.0112, 6.9051], [-0.1691, -4.1313, 5.6033], [0.2873, -4.6011, 3.6847], [0.2515, -4.8131, 1.1620], [0.0462, -2.7385, -0.2481], [-0.2667, -0.3376, 3.1247]],
  "atomic_forces_ev_per_a": [[0.50, 1.36, 1.20], [0.57, 0.35, 0.42], [-1.04, -0.36, 0.31], [-0.21, 0.30, -1.78], [0.51, 0.01, -0.38], [0.91, 0.18, -0.12], [-0.44, -0.22, -0.54], [-0.28, 0.23, 0.04], [-0.02, -0.18, -0.05], [-0.18, 0.07, -0.03], [-0.09, -0.15, -0.07], [0.16, -0.10, -0.11], [0.36, -0.16, 0.00], [0.35, 0.17, -0.15], [0.13, -0.13, 0.30], [0.20, -0.07, 0.88], [-0.09, -0.12, 0.16], [0.15, -0.19, 0.54], [0.18, -0.37, -0.07], [0.02, 0.18, 0.21], [0.28, 0.15, -0.10], [-0.13, -0.23, -0.08], [0.21, 0.08, -0.15], [0.14, -0.15, 0.17], [-0.18, -0.12, -0.11], [-0.03, 0.24, 0.07], [-0.16, -0.06, -0.25], [0.18, -0.18, 0.24], [0.12, -0.14, -0.32], [-0.15, 0.16, 0.03], [-0.08, -0.06, 0.21], [0.26, -0.11, -0.04], [-0.20, -0.10, -0.04], [-0.13, 0.28, 0.02], [0.18, 0.00, -0.21], [0.01, -0.10, 0.25], [-0.26, -0.10, -0.09], [0.03, -0.27, 0.06], [0.11, 0.25, 0.02], [-0.17, 0.03, -0.17], [0.02, -0.23, 0.10], [-0.28, 0.03, -0.11], [0.24, -0.04, -0.22], [-0.18, -0.26, 0.13], [0.15, -0.03, -0.32], [-0.10, 0.31, 0.07], [-1.44, 0.84, 1.34], [1.55, -0.46, -0.56], [0.01, 0.68, 1.52], [-0.70, 0.05, -0.17], [-0.98, 0.26, 0.26], [-0.39, -0.58, -1.46], [0.62, -0.42, -1.27], [-0.13, -0.40, 0.12], [-0.01, -0.07, -0.23], [-0.32, -0.06, 0.16], [-0.03, 0.27, 0.40], [-0.08, 0.12, 0.21], [0.23, -0.10, -0.05], [-0.05, 0.66, -0.64], [-0.07, 0.36, 1.49], [0.11, -1.33, -0.97], [-0.13, -0.08, -1.09], [-0.19, 0.64, 0.00], [0.02, 0.25, -0.38], [-0.11, 0.17, 0.68], [-0.05, -0.59, 0.30], [0.17, 0.30, -0.54], [-0.02, 0.03, 0.29], [0.05, 0.05, 0.10], [0.05, 0.21, -0.38], [0.05, 0.17, 0.26], [0.16, -0.24, 0.65], [0.12, -0.87, 0.04]],
  "mulliken_charge": [0.683, 0.933, 0.947, 0.280, 0.470, -0.726, -0.530, 0.313, -1.247, -1.355, -1.117, -1.452, -1.430, -1.397, -1.141, -1.311, -1.150, 0.287, 0.299, 0.341, 0.341, 0.582, 0.387, 0.255, 0.577, 0.340, 0.499, 0.284, 0.520, 0.357, 0.345, 0.660, 0.377, 0.357, 0.569, 0.375, 0.346, 0.552, 0.267, 0.313, 0.591, 0.351, 0.355, 0.518, 0.313, 0.352, 0.722, -0.098, -0.338, 0.118, -1.209, -0.635, 0.575, -0.628, 0.271, 0.189, 0.381, 0.431, 0.461, -0.333, 0.267, -0.571, -0.421, -0.333, -1.233, -0.102, 0.707, -0.056, 0.275, 0.138, 0.427, 0.480, 0.192, 0.846],
  "homo_energy_ev": [-16.524, -16.502],
  "charge": 3,
  "gap_ha": [0.1333, 0.1277],
  "de_lowest_ev": 0.000
}